DFT (ωB97M-V/def2-TZVPD) results for a cluster of 5 separate species, C24H22B4NO23P in total.

Structure (XYZ):
```
75
Properties=species:S:1:pos:R:3:mulliken_charge:R:1
N -1.561 0.079 8.575 -0.55
B -0.278 -0.601 8.675 0.44
O -0.224 -1.924 9.146 -0.58
B 1.220 0.182 8.346 0.55
O 2.362 -0.166 9.084 -0.39
B 3.386 -0.621 8.250 0.49
O 3.634 0.108 7.082 -0.40
B 2.503 0.631 6.474 0.43
P 2.347 0.643 4.539 0.83
O 3.462 1.299 3.813 -0.65
O 0.904 1.299 4.212 -0.47
O 2.247 -0.923 4.093 -0.52
O 1.451 1.082 7.280 -0.45
H -2.240 -0.435 9.132 0.27
H -1.912 0.059 7.622 0.26
H 0.032 -2.521 8.458 0.27
H 3.954 -1.640 8.461 -0.09
H 0.273 1.168 4.915 0.29
H 1.689 -1.446 4.656 0.30
C 3.324 2.683 -2.394 -0.89
C 2.693 1.559 -2.029 0.22
C 2.379 1.258 -0.587 1.25
O 1.788 0.222 -0.338 -0.53
C 2.789 2.204 0.430 -1.14
C 3.421 3.328 0.068 0.20
C 3.721 3.641 -1.377 0.98
O 4.285 4.693 -1.615 -0.64
O 3.833 4.255 0.923 -0.59
O 2.292 0.635 -2.897 -0.49
H 3.553 2.914 -3.426 0.49
H 2.559 1.951 1.455 0.51
H 4.252 4.951 0.384 0.36
H 1.854 -0.079 -2.390 0.21
C -1.478 0.040 -7.666 -0.98
C -0.804 -0.985 -7.129 0.33
C 0.244 -0.780 -6.064 1.27
O 0.779 -1.788 -5.625 -0.82
C 0.537 0.562 -5.612 -0.98
C -0.150 1.585 -6.141 0.19
C -1.205 1.386 -7.204 1.00
O -1.774 2.382 -7.608 -0.64
O 0.028 2.850 -5.783 -0.59
O -0.999 -2.250 -7.471 -0.60
H -2.234 -0.093 -8.427 0.44
H 1.287 0.688 -4.842 0.63
H -0.598 3.373 -6.320 0.37
H -0.411 -2.783 -6.905 0.36
C -1.842 0.051 -0.355 -0.23
C -2.016 0.854 -1.411 -0.53
C -3.221 1.746 -1.561 0.86
O -3.275 2.446 -2.555 -0.63
C -4.237 1.709 -0.525 -1.08
C -4.067 0.902 0.531 0.29
C -2.846 0.026 0.689 0.82
O -2.780 -0.655 1.697 -0.71
O -4.940 0.798 1.525 -0.58
O -1.144 0.923 -2.410 -0.24
H -0.971 -0.582 -0.254 0.96
H -5.107 2.339 -0.643 0.45
H -4.561 0.149 2.146 0.36
H -1.500 1.571 -3.047 0.27
C 0.074 -3.063 -0.783 -0.89
C -0.091 -2.743 -2.076 0.55
C -1.390 -3.005 -2.803 1.01
O -1.469 -2.657 -3.966 -0.49
C -2.474 -3.644 -2.078 -1.14
C -2.303 -3.967 -0.790 0.29
C -1.015 -3.687 -0.058 1.19
O -0.967 -4.008 1.116 -0.68
O -3.235 -4.552 -0.047 -0.60
O 0.861 -2.169 -2.806 -0.59
H 0.995 -2.875 -0.252 0.43
H -3.395 -3.837 -2.610 0.46
H -2.840 -4.657 0.839 0.36
H 0.544 -2.085 -3.734 0.13
```

Strongest force on any atom: 0.0315 Eh/bohr
Calculated total energy: -85830.177 eV
Gap between HOMO and LUMO: 7.746 eV

=====

DFT (ωB97M-V/def2-TZVPD) results for a cluster of 2 separate species, C24H22BCl2N2O4S2 in total.

Structure (XYZ):
```
57
Properties=species:S:1:pos:R:3:nbo_charge:R:1
N 1.690 4.501 1.308 -0.38
C 1.070 3.512 1.450 0.30
C 0.394 2.315 1.735 -0.27
C 0.543 1.197 0.861 -0.14
C 1.278 1.396 -0.339 0.32
N 1.892 1.522 -1.337 -0.37
C 1.061 0.089 1.625 0.25
O 2.255 -0.437 1.214 -0.69
C 0.675 -0.158 2.959 -0.10
Cl 1.336 -1.485 3.832 0.01
C -0.056 0.800 3.646 -0.17
Cl -0.681 0.578 5.215 0.03
C -0.017 2.177 3.139 0.42
O -0.256 3.160 3.843 -0.69
C -4.233 -0.905 -2.028 -0.64
C -2.964 -0.206 -1.718 -0.18
C -1.984 0.189 -2.629 -0.29
C -1.073 1.110 -2.086 -0.18
C -1.273 1.421 -0.712 -0.23
B 2.401 -1.726 0.804 1.31
C -1.405 2.767 -0.307 -0.26
C -0.852 3.936 -0.818 -0.24
C -1.097 5.040 0.035 -0.25
C -1.807 4.706 1.177 -0.17
C -2.047 5.496 2.396 -0.66
S -2.331 3.069 1.124 0.45
O 1.515 -2.712 1.198 -0.72
C 1.249 -3.435 -0.019 0.24
C 1.305 -4.910 0.313 -0.62
C -0.156 -3.043 -0.480 -0.64
C 2.400 -2.992 -1.049 0.24
C 3.351 -4.079 -1.531 -0.63
C 1.911 -2.314 -2.327 -0.63
O 3.183 -2.029 -0.294 -0.71
S -2.591 0.370 -0.140 0.44
H -4.407 -0.870 -3.106 0.22
H -4.205 -1.948 -1.677 0.22
H -5.065 -0.401 -1.516 0.23
H -1.986 -0.173 -3.672 0.22
H -0.287 1.562 -2.677 0.24
H -0.318 3.953 -1.758 0.23
H -0.745 6.056 -0.157 0.22
H -1.858 6.551 2.195 0.21
H -3.084 5.357 2.707 0.20
H -1.399 5.110 3.195 0.28
H 1.097 -5.492 -0.598 0.20
H 2.290 -5.185 0.714 0.22
H 0.547 -5.152 1.064 0.22
H -0.416 -3.605 -1.382 0.20
H -0.885 -3.273 0.310 0.22
H -0.225 -1.966 -0.692 0.23
H 2.827 -4.845 -2.126 0.20
H 4.102 -3.607 -2.181 0.22
H 3.909 -4.569 -0.720 0.21
H 1.339 -3.017 -2.954 0.20
H 1.290 -1.429 -2.136 0.23
H 2.792 -1.979 -2.896 0.22
```

Strongest force on any atom: 0.0959 Eh/bohr
Calculated total energy: -83808.188 eV
Net charge: -1
Gap between HOMO and LUMO: 5.367 eV

=====

DFT (ωB97M-V/def2-TZVPD) results for a structure of composition C24H22BEuN8O2S.

Structure (XYZ):
```
59
Properties=species:S:1:pos:R:3:nbo_charge:R:1
Eu -5.975 8.732 12.556 1.39
C -10.919 8.024 11.381 -0.29
C -9.970 9.126 11.736 -0.30
N -8.679 8.384 11.710 -0.31
N -8.839 7.108 11.733 -0.33
C -10.331 6.842 11.537 -0.04
B -7.650 6.039 11.871 0.56
N -6.583 6.769 11.022 -0.43
C -6.709 6.947 9.643 0.03
C -5.453 7.175 9.084 -0.35
C -4.536 7.074 10.191 0.00
N -5.164 6.779 11.344 -0.34
N -7.366 5.844 13.371 -0.35
C -7.677 4.652 13.919 -0.02
C -7.586 4.787 15.293 -0.38
C -7.194 6.149 15.512 -0.03
N -7.203 6.814 14.331 -0.30
H -11.934 8.258 11.222 0.21
H -9.941 9.534 12.792 0.21
H -10.782 5.817 11.508 0.22
H -7.937 4.946 11.485 -0.06
H -7.706 6.837 9.168 0.23
H -5.130 7.426 8.092 0.24
H -3.477 7.071 10.218 0.22
H -7.779 3.750 13.280 0.22
H -7.925 4.034 15.984 0.22
H -6.956 6.685 16.412 0.21
O -4.284 11.039 15.767 -0.95
S -5.134 10.277 14.871 2.20
O -4.487 9.008 14.333 -0.99
N -5.568 11.134 13.509 -1.01
C -4.529 11.710 12.773 0.14
C -3.437 12.368 13.351 -0.31
C -2.580 13.143 12.507 -0.24
C -2.934 13.422 11.145 -0.29
C -3.906 12.632 10.511 -0.05
C -4.217 12.700 9.106 -0.33
C -5.212 11.895 8.565 -0.30
C -5.655 10.831 9.371 -0.04
N -5.337 10.778 10.653 -0.63
C -4.655 11.749 11.342 0.13
C -6.734 9.935 15.575 -0.20
C -7.797 10.263 14.787 -0.26
C -9.030 9.813 15.276 -0.17
C -9.149 8.926 16.357 -0.22
C -8.080 8.715 17.143 -0.21
C -6.794 9.237 16.787 -0.24
H -3.362 12.506 14.451 0.23
H -1.889 13.777 13.086 0.19
H -2.325 14.103 10.611 0.18
H -3.648 13.435 8.538 0.19
H -5.538 11.985 7.535 0.19
H -6.365 10.115 9.040 0.16
H -7.700 10.845 13.896 0.29
H -10.003 10.063 14.829 0.20
H -10.145 8.549 16.521 0.22
H -8.240 8.174 18.126 0.22
H -5.817 9.117 17.350 0.25
H -10.106 9.788 10.891 0.22
```

Strongest force on any atom: 0.1067 Eh/bohr
Calculated total energy: -72097.685 eV
Net charge: -1
Gap between HOMO and LUMO (alpha / beta): 3.331 / 4.926 eV
2S+1: 8

=====

DFT (ωB97M-V/def2-TZVPD) results for a structure of composition C24H22Cl2N4O4PbS.

Structure (XYZ):
```
58
Properties=species:S:1:pos:R:3:nbo_charge:R:1
Pb 1.009 0.589 0.173 1.43
O -0.750 -1.978 4.093 -0.64
C -1.915 -1.343 4.243 0.49
C -2.856 -1.936 5.082 -0.31
C -4.081 -1.339 5.258 -0.09
C -4.411 -0.128 4.624 -0.25
C -3.492 0.475 3.818 -0.11
C -2.217 -0.117 3.599 -0.29
C -1.242 0.487 2.744 0.62
O -0.154 -0.045 2.446 -0.71
N -1.611 1.762 2.229 -0.16
N -0.683 2.271 1.470 -0.26
C -0.427 3.520 1.360 0.13
C 0.436 4.020 0.266 0.12
C 0.370 5.355 -0.083 -0.19
C 1.149 5.809 -1.140 -0.13
C 1.977 4.916 -1.794 -0.21
C 1.995 3.596 -1.365 0.07
N 1.247 3.151 -0.358 -0.50
H -0.213 -1.472 3.456 0.51
H -2.597 -2.864 5.574 0.25
H -4.812 -1.822 5.894 0.24
H -5.384 0.318 4.777 0.24
H -3.719 1.415 3.337 0.24
H -0.849 4.233 2.067 0.22
H -0.289 6.025 0.454 0.24
H 1.107 6.846 -1.444 0.25
H 2.611 5.229 -2.612 0.25
H 2.642 2.871 -1.847 0.21
Cl 4.037 0.415 0.477 0.04
C 4.577 -1.225 0.206 0.02
C 5.858 -1.490 0.592 -0.23
C 6.374 -2.781 0.406 -0.08
C 5.605 -3.787 -0.148 -0.24
C 4.306 -3.521 -0.537 0.03
Cl 3.410 -4.805 -1.211 0.11
C 3.720 -2.213 -0.385 -0.31
S 2.160 -1.931 -0.915 0.10
H 6.464 -0.714 1.037 0.26
H 7.395 -2.988 0.702 0.25
H 6.004 -4.783 -0.279 0.26
O -1.521 -0.444 -0.898 -0.71
C -1.008 0.026 -1.927 0.77
O 0.103 0.630 -1.964 -0.79
C -1.729 -0.162 -3.260 -0.15
N -3.046 -0.854 -2.939 -0.52
C -3.105 -2.150 -3.711 -0.22
C -1.639 -2.499 -3.904 -0.43
C -0.991 -1.140 -4.188 -0.41
H -1.910 0.808 -3.715 0.26
H -3.859 -0.262 -3.093 0.44
H -2.955 -1.021 -1.919 0.47
H -3.595 -1.951 -4.662 0.23
H -3.689 -2.872 -3.148 0.24
H -1.510 -3.200 -4.724 0.26
H -1.229 -2.953 -3.000 0.23
H -1.141 -0.858 -5.229 0.24
H 0.077 -1.119 -3.987 0.26
```

Strongest force on any atom: 0.0117 Eh/bohr
Calculated total energy: -80509.228 eV
Net charge: +2
Gap between HOMO and LUMO (alpha / beta): 5.487 / 5.563 eV

=====

DFT (ωB97M-V/def2-TZVPD) results for a cluster of 16 separate species, C24H22Cl46O4 in total.

Structure (XYZ):
```
96
Properties=species:S:1:pos:R:3:mulliken_charge:R:1
C 1.818 -5.657 -1.125 -0.50
C 2.244 -5.497 -2.563 0.75
O 1.517 -5.843 -3.447 -0.57
O 3.453 -4.924 -2.859 -0.43
C 3.418 -3.564 -3.333 -1.06
C 2.533 -2.644 -2.535 0.69
C 1.335 -2.273 -2.930 -0.77
C 0.467 -1.379 -2.083 0.20
O -0.543 -0.892 -2.496 -0.60
C 0.947 -1.176 -0.659 0.97
Cl -0.208 -0.467 0.419 -0.16
C 2.145 -1.531 -0.254 -0.79
C 3.072 -2.171 -1.233 0.47
O 4.239 -2.295 -0.967 -0.63
H 2.633 -5.933 -0.463 0.33
H 1.441 -4.683 -0.808 0.06
H 0.994 -6.353 -1.077 0.18
H 4.441 -3.205 -3.331 0.40
H 3.085 -3.552 -4.373 0.35
H 1.000 -2.694 -3.896 0.68
H 2.524 -1.418 0.768 0.39
C 4.288 -0.230 3.635 0.07
Cl 3.068 -0.312 2.352 -0.03
Cl 4.153 -1.623 4.706 -0.14
Cl 5.904 -0.125 2.943 -0.13
H 4.104 0.666 4.215 0.23
C -0.154 -1.020 -6.755 -0.03
Cl 0.177 0.549 -7.540 -0.14
Cl 0.747 -1.263 -5.246 0.00
Cl -1.875 -1.181 -6.442 -0.13
H 0.144 -1.796 -7.447 0.30
C 3.877 2.232 -4.697 0.02
Cl 2.707 1.804 -5.944 0.00
Cl 3.903 1.017 -3.424 -0.04
Cl 5.493 2.418 -5.397 -0.13
H 3.580 3.176 -4.259 0.16
C 4.377 5.906 -6.830 0.00
Cl 4.211 7.332 -7.859 -0.13
Cl 3.087 5.844 -5.621 -0.05
Cl 4.389 4.443 -7.814 -0.12
H 5.324 5.970 -6.309 0.30
C 0.199 3.033 3.795 -0.02
Cl 1.189 4.168 4.732 -0.13
Cl -0.582 3.777 2.403 -0.01
Cl 1.277 1.709 3.285 -0.06
H -0.581 2.635 4.429 0.19
C -5.901 2.442 -1.318 0.00
Cl -6.138 3.794 -2.420 -0.13
Cl -5.574 3.045 0.300 -0.03
Cl -7.309 1.383 -1.328 -0.12
H -5.043 1.869 -1.649 0.27
C -5.429 4.363 3.712 0.47
Cl -4.943 5.863 2.912 -0.13
Cl -4.189 3.849 4.856 -0.07
Cl -6.975 4.568 4.535 -0.12
H -5.544 3.595 2.958 -0.13
C -0.530 3.183 8.124 -0.10
Cl 0.621 4.265 8.899 -0.09
Cl -1.400 4.022 6.837 -0.07
Cl 0.285 1.750 7.487 -0.11
H -1.249 2.862 8.866 0.35
C -9.323 1.655 2.263 0.06
Cl -8.843 3.156 1.467 -0.09
Cl -8.075 1.125 3.399 -0.11
Cl -10.870 1.854 3.089 -0.13
H -9.438 0.891 1.507 0.27
C 0.223 -9.215 0.799 -0.06
Cl 0.884 -10.273 -0.442 -0.11
Cl 1.389 -7.965 1.238 -0.09
Cl -1.278 -8.480 0.254 -0.08
H 0.013 -9.809 1.678 0.36
C 0.069 3.885 -2.041 0.08
Cl -1.120 3.064 -3.052 -0.10
Cl -0.692 4.589 -0.620 -0.10
Cl 1.353 2.768 -1.562 -0.05
H 0.511 4.683 -2.623 0.18
C 3.763 -13.062 1.203 0.05
Cl 3.780 -11.430 0.536 -0.09
Cl 4.939 -13.218 2.509 -0.12
Cl 2.144 -13.484 1.769 -0.12
H 4.037 -13.752 0.417 0.29
C 2.348 10.125 -4.714 -0.01
Cl 1.650 8.878 -3.682 -0.10
Cl 3.914 9.621 -5.350 -0.09
Cl 1.245 10.535 -6.027 -0.12
H 2.499 11.010 -4.110 0.33
C -1.411 7.320 10.914 0.05
Cl -1.910 5.680 10.493 -0.10
Cl -1.531 7.580 12.654 -0.12
Cl 0.230 7.641 10.348 -0.12
H -2.080 8.012 10.421 0.29
C -4.696 -6.983 -0.222 0.34
Cl -5.030 -5.409 -0.929 -0.12
Cl -5.817 -7.333 1.095 -0.12
Cl -4.757 -8.243 -1.452 -0.12
H -3.694 -6.957 0.186 0.02
```

Strongest force on any atom: 0.0458 Eh/bohr
Calculated total energy: -609462.809 eV
Gap between HOMO and LUMO: 8.632 eV

=====

DFT (ωB97M-V/def2-TZVPD) results for an isolated molecule of C24H22ClN3O4.

Structure (XYZ):
```
54
Properties=species:S:1:pos:R:3:nbo_charge:R:1
C 2.018 3.437 -5.963 -0.25
H 2.377 2.907 -6.843 0.20
O 1.925 2.466 -4.950 -0.48
C 1.520 2.853 -3.715 0.27
C 1.144 4.139 -3.363 -0.29
C 0.734 4.416 -2.067 -0.21
C 0.699 3.417 -1.121 -0.21
C 1.085 2.120 -1.444 -0.09
C 1.485 1.826 -2.742 0.30
O 1.943 0.625 -3.212 -0.46
C 1.746 -0.617 -2.730 0.49
N 2.466 -1.505 -3.405 -0.43
C 2.389 -2.784 -3.099 0.05
C 1.595 -3.272 -2.075 -0.28
C 0.845 -2.361 -1.350 -0.17
C 0.885 -1.012 -1.688 0.04
N 0.178 -0.058 -0.931 -0.45
C -1.161 0.006 -0.735 0.70
O -1.650 0.855 -0.009 -0.66
C -2.036 -0.999 -1.462 -0.48
H -1.457 -1.825 -1.866 0.24
H -2.523 -0.474 -2.288 0.24
C -3.098 -1.518 -0.485 -0.48
C -2.395 -2.062 0.750 0.69
O -1.581 -2.964 0.691 -0.66
N -2.739 -1.465 1.907 -0.60
H -3.342 -0.658 1.893 0.41
C -2.147 -1.827 3.170 -0.26
C -1.311 -0.741 3.798 -0.08
C -0.985 0.430 3.128 -0.17
C -0.212 1.406 3.735 -0.22
C 0.248 1.228 5.028 -0.21
C -0.064 0.067 5.714 -0.23
C -0.835 -0.902 5.097 -0.02
Cl -1.207 -2.351 5.973 0.00
H 0.287 -0.090 6.722 0.23
H 0.849 1.987 5.505 0.22
H 0.027 2.310 3.195 0.21
H -1.335 0.584 2.118 0.24
H -1.519 -2.705 2.977 0.26
H -2.936 -2.124 3.872 0.22
H -3.778 -0.710 -0.216 0.22
H -3.663 -2.325 -0.953 0.24
C 1.006 1.028 -0.416 -0.23
H 0.546 1.403 0.500 0.24
H 1.996 0.624 -0.182 0.22
H 0.223 -2.685 -0.527 0.27
H 1.567 -4.322 -1.836 0.23
H 3.003 -3.438 -3.704 0.20
H 0.369 3.626 -0.116 0.22
H 0.437 5.421 -1.808 0.22
H 1.161 4.932 -4.092 0.22
H 2.730 4.227 -5.700 0.18
H 1.043 3.885 -6.183 0.17
```

Strongest force on any atom: 0.0201 Eh/bohr
Calculated total energy: -50428.695 eV
Gap between HOMO and LUMO: 8.857 eV

=====

DFT (ωB97M-V/def2-TZVPD) results for a structure of composition C24H22CrN7S.

Structure (XYZ):
```
55
Properties=species:S:1:pos:R:3:nbo_charge:R:1
Cr -0.360 1.082 -0.610 1.15
C 5.219 -1.376 2.232 -0.63
C 3.772 -1.150 1.840 -0.03
C 3.039 -2.142 1.201 -0.19
C 1.744 -1.902 0.809 -0.22
C 1.076 -0.678 1.025 0.15
N -0.236 -0.456 0.598 -0.76
C -1.170 -1.446 0.805 0.23
C -1.148 -2.232 1.976 -0.23
C -2.043 -3.232 2.248 -0.18
C -3.098 -3.465 1.356 -0.02
C -4.099 -4.561 1.624 -0.63
C -3.176 -2.695 0.233 -0.21
C -2.227 -1.698 -0.088 0.04
N -2.352 -1.061 -1.387 -0.11
C -3.090 -1.528 -2.422 0.01
C -2.875 -0.711 -3.513 -0.32
C -2.009 0.274 -3.039 -0.01
N -1.696 0.053 -1.765 -0.37
C 1.836 0.328 1.638 0.06
C 3.178 0.097 1.992 -0.17
N 1.280 1.638 1.853 -0.14
C 1.461 2.476 2.901 0.01
C 0.838 3.666 2.605 -0.33
C 0.301 3.486 1.329 -0.01
N 0.556 2.251 0.886 -0.35
H 5.358 -2.339 2.731 0.23
H 5.570 -0.585 2.887 0.22
H 5.851 -1.405 1.344 0.22
H 3.493 -3.101 1.016 0.22
H 1.170 -2.651 0.271 0.22
H -0.364 -2.008 2.687 0.22
H -1.952 -3.845 3.127 0.22
H -3.568 -5.469 1.900 0.22
H -4.713 -4.773 0.758 0.22
H -4.738 -4.314 2.469 0.22
H -3.984 -2.860 -0.444 0.20
H -3.673 -2.425 -2.315 0.24
H -3.297 -0.806 -4.498 0.25
H -1.583 1.102 -3.576 0.21
H 3.743 0.925 2.376 0.21
H 1.992 2.143 3.779 0.24
H 0.781 4.534 3.230 0.25
H -0.270 4.160 0.711 0.21
S 2.092 1.049 -2.051 -0.07
C 1.196 2.339 -2.588 0.22
N 1.556 3.189 -3.610 -0.52
C 0.817 4.271 -4.061 0.14
C -0.359 4.506 -3.451 -0.35
C -0.763 3.668 -2.415 0.17
N -0.035 2.625 -2.012 -0.57
H 2.424 3.035 -4.096 0.44
H 1.240 4.860 -4.866 0.25
H -0.992 5.342 -3.720 0.26
H -1.709 3.815 -1.910 0.23
```

Strongest force on any atom: 0.0379 Eh/bohr
Calculated total energy: -74928.484 eV
Net charge: +1
Gap between HOMO and LUMO (alpha / beta): 5.179 / 5.411 eV
2S+1: 5